1.
DFT (ωB97M-V/def2-TZVPD) results for a molecular structure, C42H34GeN3O2Pt.

Geometry as XYZ:
```
83
Properties=species:S:1:pos:R:3
C 1.55342 -1.74865 -5.52245
H -1.52888 -4.49956 3.32360
C 2.03267 2.48003 2.46421
H 0.66962 -2.00759 -2.26455
C 0.10319 7.10038 0.73215
H 2.48120 0.98622 0.98581
C -1.95988 -2.09279 -3.07554
H -0.01888 2.70495 2.99762
H 4.01450 5.12609 3.20622
H -2.80189 5.40314 1.07045
H 2.66721 -1.82795 -3.69226
H -3.97070 2.06676 -1.38671
C -0.83468 -1.87405 -5.29290
C 0.07631 -0.30353 2.62323
C -4.14248 2.72757 3.77744
H -2.74821 -1.47390 -3.50491
C -0.52562 -1.46080 2.14545
H 1.13948 3.92401 0.21176
C -1.56698 -2.72848 0.46391
C 1.68423 -1.83956 -4.14472
C -0.21939 1.23904 0.76144
C 0.81151 1.10754 4.24362
H 0.17995 -1.70488 -7.17179
C -1.24736 6.86521 0.95259
N -0.94595 -1.56831 0.84710
O -2.31511 -3.85875 -1.52713
C -2.01597 1.09281 -3.98828
H -2.28852 -4.66124 0.90556
H 0.06642 1.42117 4.97491
C 2.81538 1.88816 1.48244
H 5.40785 4.06956 1.45287
H 0.48827 8.11099 0.77067
C 3.68403 4.21606 2.72333
H -0.38456 -2.43913 4.05955
H 2.43213 -1.66570 -6.14780
H -4.14559 1.32045 -3.71164
C -1.79636 -3.78062 1.29056
C -2.99452 2.28028 1.69539
C -0.73060 -2.55522 3.04348
O 0.56652 -0.26249 3.89236
C 4.46432 3.62433 1.73881
H 0.11321 0.98639 -3.99160
C -1.92190 -2.73620 -0.94604
C -4.79244 0.84350 2.43485
H 1.85869 4.12180 3.83845
C -3.17252 1.39821 -3.24264
H -1.91447 7.69148 1.16073
C -3.16566 3.05267 2.84521
C -0.70866 -1.95430 -3.91023
C 0.95848 6.04180 0.46082
C -3.07554 1.81228 -1.94159
H -1.79880 -4.25991 -3.47621
N -1.76635 -1.68917 -1.67145
H 1.80657 1.16591 4.67713
C -0.89375 4.49778 0.63527
C 0.55729 -1.94621 -3.34011
H -2.10896 0.78387 -5.02126
C 4.02859 2.46134 1.12267
C -0.77906 1.19967 -3.41689
H -1.82110 -1.87710 -5.74477
C 2.47366 3.64570 3.08220
C 0.28945 -1.77129 -6.09746
Pt -0.92712 -0.08312 -0.48093
H 4.63401 1.99444 0.35689
H -4.26861 3.33780 4.66233
C -0.65371 1.63276 -2.07227
H -3.67929 0.53593 0.63410
H -3.47655 -3.70527 -3.23064
N 0.16591 0.88888 1.99432
H -2.53952 3.92133 3.01712
C 0.71698 1.89982 2.92785
C -1.36013 -3.68376 2.63525
C -1.74380 5.57078 0.90323
C -2.43765 -3.55967 -2.94425
Ge -1.52159 2.66927 0.49398
H -5.72192 1.37304 4.29457
C -1.80761 1.96379 -1.32405
C -3.81218 1.16545 1.50786
C -4.95800 1.62491 3.57076
H 0.33020 1.90591 -1.71029
H 2.01177 6.22290 0.28906
H -5.42793 -0.01758 2.27232
C 0.46109 4.74721 0.41135
```

The calculation puts the LUMO energy at -3.0 eV. Its charge is +1. As for the HOMO energy: -9.14 eV. Its multiplicity is 1. The relative energy (zero: lowest compared OMol25 entry of this formula, charge and spin) is 0.0 kcal/mol.

Atom charges from the Löwdin analysis, given in e for atoms 1 to 5: -0.075 0.119 -0.200 0.100 -0.073

---

2.
DFT (ωB97M-V/def2-TZVPD) results for 2 unconnected molecules or ions with the total composition C4H6ClI.

Geometry as XYZ:
```
12
Properties=species:S:1:pos:R:3
Cl 2.86595 1.56430 0.37061
C 0.27915 1.00790 0.51046
C -1.03859 -1.71983 -0.17117
I -3.45168 0.14278 0.28084
H 0.45391 1.27855 1.51303
H 1.39444 0.88438 -1.26531
H -1.70665 -2.51503 -0.60601
H -0.01160 -1.87878 -0.09709
H 1.68372 -0.52170 -0.31289
C -1.62628 -0.59766 -0.01545
C 1.49636 0.59863 -0.29848
H -0.33872 1.75646 0.09146
```

The calculation puts the LUMO energy (alpha / beta) at -0.1 / -0.3 eV. As for the HOMO energy (alpha / beta): -8.27 / -8.55 eV. Its multiplicity is 1. The relative energy (zero: lowest compared OMol25 entry of this formula, charge and spin) is 83.5 kcal/mol.

Atom charges from the Löwdin analysis, given in e for atoms 1 to 5: 0.532 -0.088 -0.158 0.875 0.025

---

3.
DFT (ωB97M-V/def2-TZVPD) results for a molecular structure, C25H20IN3O10PbSSeTe.

Geometry as XYZ:
```
63
Properties=species:S:1:pos:R:3
N 3.20337 -3.89449 0.66450
H 5.16272 -2.35789 0.56600
C -2.34543 -0.76202 1.76990
N 2.71414 1.63221 -0.24122
C -4.50395 0.99777 -2.02676
O 1.83662 0.66310 -3.51386
S -5.16177 3.42362 -2.44836
C 2.85136 1.46585 -1.54411
C 4.29050 -1.73701 0.75589
H 5.89270 2.81431 -2.02282
C 0.86173 -4.20282 1.05335
O 2.30593 2.12659 2.39019
C -3.32359 -1.36105 0.97463
H -6.89759 2.46218 -3.86051
H 4.17813 -1.00942 -0.05298
C 0.68804 -2.80927 1.25890
H 1.00976 0.31259 -3.87935
H -3.97773 0.12658 -1.66418
H 2.26809 -5.73804 0.58166
O 4.39855 2.69387 2.73097
C -5.01670 0.05148 1.92492
C 1.67611 0.81510 -2.21076
C -4.64697 -0.96263 1.05502
O 0.71650 0.39016 -1.60233
H -6.04571 0.38048 1.97962
O 0.17030 3.54824 0.05323
H 0.09166 -6.18478 0.99555
H -0.82292 -5.12098 2.05151
O -1.27972 -4.89765 0.10146
H 5.63999 3.14625 0.39504
C -2.73636 0.23887 2.66179
C -0.64213 -2.31790 1.55991
H -6.06856 0.04755 -3.27042
C 4.99875 2.46799 -1.52293
H -1.40482 -3.07304 1.75441
H -3.02027 -2.12956 0.27352
Se 0.07853 4.06738 -1.50866
C 3.39696 2.33267 1.92792
C 3.68900 2.20194 0.45395
O 1.83323 -0.69013 1.33885
H 5.23538 2.75666 2.25572
H 4.43342 -1.16435 1.67466
C 3.98504 1.86215 -2.23918
C 2.11071 -4.67930 0.75623
I -1.35281 1.11598 3.96362
O -1.48659 3.42815 -1.94104
Te -2.62086 2.82083 -0.39570
H -5.38759 -1.43508 0.42279
H -4.34704 1.42021 3.43377
O 0.04129 5.65140 -1.68414
C -4.06142 0.64442 2.73613
C 4.85375 2.64433 -0.15417
O 1.11248 3.27965 -2.46899
C -6.07968 2.20590 -3.20589
C 1.81727 -1.96962 1.15900
C -4.13123 2.27473 -1.69736
C -0.29317 -5.16658 1.09892
H 4.04290 1.72006 -3.30732
N -0.98446 -1.08396 1.59392
C 3.07363 -2.60736 0.85902
H -0.83307 -4.87921 -0.75175
Pb 0.44081 1.04534 0.87840
C -5.62722 0.95749 -2.89015
```

The calculation puts the LUMO energy at -0.9 eV. As for the HOMO energy: -7.88 eV. Its multiplicity is 1. The relative energy (zero: lowest compared OMol25 entry of this formula, charge and spin) is 0.0 kcal/mol.

Atom charges from the Löwdin analysis, given in e for atoms 1 to 5: 0.111 0.077 -0.370 0.123 -0.241